A structure of composition C4H10InO3 at a distorted geometry, computed with ωB97M-V/def2-TZVPD.

## Properties
- lowest unoccupied orbital energy (spin up / spin down) (eV) = -10.2983 / -10.3160
- charge = +2
- spin multiplicity = 2
- gap between HOMO and LUMO (spin up / spin down) (Eh) = 0.233 / 0.315

Element x y z (Å)
O: -0.57 1.33 -0.93
C: -1.63 1.66 -0.11
C: -2.29 0.49 0.62
O: -2.79 -0.59 -0.18
C: -2.23 -1.81 -0.12
H: -2.41 2.20 -0.68
H: -1.31 2.35 0.69
H: -3.17 0.85 1.17
H: -1.58 0.07 1.35
H: -1.24 -1.93 0.33
H: -2.67 -2.51 -0.83
H: 1.18 -0.80 -0.03
O: 1.93 -0.18 -0.31
C: 3.18 -0.52 0.28
In: 1.15 1.40 -0.98
H: 3.22 -0.18 1.32
H: 3.33 -1.60 0.23
H: 3.97 -0.02 -0.31

Mulliken atomic charge list, values in e, 8 entries: atom 1 (O): -0.42, atom 2 (C): -0.34, atom 3 (C): -0.45, atom 4 (O): -0.11, atom 5 (C): 0.15, atom 6 (H): 0.34, atom 7 (H): 0.32, atom 8 (H): 0.34

The molecule C4H10N at a distorted geometry, computed with ωB97M-V/def2-TZVPD.

## Properties
- lowest unoccupied orbital energy (spin up / spin down) (eV) = 0.9384 / 0.6570
- energy above the lowest of the compared OMol25 structures with the same formula, charge and spin (eV) = 2.167
- spin multiplicity = 2
- gap between HOMO and LUMO (spin up / spin down) (Eh) = 0.169 / 0.415

Element x y z (Å)
C: -1.30 0.93 -1.18
C: -0.23 -0.20 -1.05
C: 0.21 -0.41 0.35
C: 0.32 -1.56 0.98
N: 0.94 0.81 0.93
H: -2.29 0.57 -1.46
H: -1.22 1.48 -0.25
H: -1.24 1.62 -2.04
H: -0.69 -1.19 -1.25
H: 0.63 -0.04 -1.69
H: -0.25 -2.43 0.68
H: 0.84 -1.63 1.94
H: 1.57 0.39 1.65
H: 0.37 1.52 1.41
H: 1.56 1.34 0.27

Mulliken atomic charge list, values in e, 8 entries: atom 1 (C): -1.09, atom 2 (C): -0.55, atom 3 (C): -0.17, atom 4 (C): -0.81, atom 5 (N): -2.30, atom 6 (H): 0.30, atom 7 (H): 0.43, atom 8 (H): 0.32

A cluster of 2 separate species, C4H10N in total at a distorted geometry, computed with ωB97M-V/def2-TZVPD.

## Properties
- lowest unoccupied orbital energy (eV) = -7.8917
- charge = +1
- energy above the lowest of the compared OMol25 structures with the same formula, charge and spin (eV) = 5.819
- gap between HOMO and LUMO (Eh) = 0.189

Element x y z (Å)
C: -0.46 1.71 -1.49
C: -1.58 0.73 -1.30
C: -1.17 -0.24 -0.29
C: 0.05 -0.05 0.06
N: 2.24 -1.80 2.49
H: 0.48 1.04 -1.20
H: -0.39 2.48 -0.73
H: -0.10 2.12 -2.44
H: -1.83 0.10 -2.17
H: -2.53 1.23 -1.09
H: -1.89 -0.91 0.17
H: 0.66 -0.44 0.88
H: 1.61 -1.52 1.76
H: 3.14 -2.14 2.19
H: 1.75 -2.33 3.18

Mulliken atomic charge list, values in e, 8 entries: atom 1 (C): -0.77, atom 2 (C): -0.34, atom 3 (C): 0.06, atom 4 (C): -0.41, atom 5 (N): -0.56, atom 6 (H): 0.18, atom 7 (H): 0.40, atom 8 (H): 0.35

A cluster of 2 separate species, C4H10N in total at a distorted geometry, computed with ωB97M-V/def2-TZVPD.

## Properties
- lowest unoccupied orbital energy (eV) = -7.9278
- charge = +1
- energy above the lowest of the compared OMol25 structures with the same formula, charge and spin (eV) = 5.508
- gap between HOMO and LUMO (Eh) = 0.194

Element x y z (Å)
C: 0.20 -1.81 -1.40
C: 0.01 -0.51 -2.25
C: -0.07 0.63 -1.31
C: -0.09 0.49 -0.01
N: -0.01 1.46 3.92
H: -0.66 -2.47 -1.46
H: 0.36 -1.49 -0.35
H: 1.06 -2.38 -1.75
H: -0.82 -0.48 -2.95
H: 0.91 -0.32 -2.86
H: -0.35 1.62 -1.69
H: 0.65 0.96 0.64
H: -0.52 2.33 4.01
H: -0.16 1.18 2.95
H: -0.51 0.79 4.50

Mulliken atomic charge list, values in e, 8 entries: atom 1 (C): -0.88, atom 2 (C): -0.34, atom 3 (C): 0.16, atom 4 (C): -0.32, atom 5 (N): -0.66, atom 6 (H): 0.30, atom 7 (H): 0.25, atom 8 (H): 0.32